(1)
Computed, not measured: a structure of composition C3H8O3RbS at a distorted geometry, with ωB97M-V/def2-TZVPD.

Geometry (Å):
Rb: -0.236 -3.530 0.826
O: -1.402 -0.929 0.713
S: -1.548 0.067 -0.393
O: -2.867 0.533 -0.806
O: -0.553 1.420 -0.038
C: 0.367 1.287 1.048
C: 1.573 0.239 0.889
C: -0.603 -0.533 -1.831
H: -0.153 1.162 1.998
H: 0.928 2.213 1.173
H: 2.340 0.603 0.205
H: 1.315 -0.807 0.720
H: 2.168 0.132 1.796
H: -0.333 0.395 -2.335
H: -1.285 -1.155 -2.410
H: 0.288 -1.096 -1.555

energy = -20870.89066 eV
highest occupied orbital energy (alpha / beta) = -0.13108 / -0.42881 Eh
<S²> = 0.7502
spin multiplicity = 2
Kohn-Sham gap (alpha / beta) = 3.7 / 11.8 eV
maximum force = 3.117 eV Å⁻¹


(2)
Computed, not measured: a structure of composition C28H32N2O3SSeV, with ωB97M-V/def2-TZVPD.

Geometry (Å):
V: -0.833 -0.102 -0.116
C: -2.998 1.648 -2.730
C: -1.905 0.682 -3.042
C: -1.625 0.326 -4.456
O: -1.249 0.174 -2.131
H: -3.288 2.237 -3.595
H: -2.701 2.297 -1.906
H: -3.867 1.068 -2.403
H: -2.556 0.058 -4.958
H: -0.900 -0.478 -4.529
H: -1.249 1.217 -4.968
O: 0.710 -0.653 1.088
S: 0.743 -1.235 2.510
C: 2.275 -0.687 3.196
C: 2.220 -0.053 4.428
C: 3.404 0.391 5.005
C: 4.605 0.204 4.340
C: 4.642 -0.428 3.099
C: 3.474 -0.886 2.519
C: 1.081 -2.968 2.273
C: 1.009 -3.786 3.392
C: 1.307 -5.133 3.255
C: 1.662 -5.643 2.012
C: 1.718 -4.811 0.901
C: 1.425 -3.460 1.025
H: 1.272 0.089 4.932
H: 3.384 0.881 5.968
H: 5.525 0.549 4.790
H: 5.586 -0.571 2.592
H: 3.489 -1.389 1.561
H: 0.743 -3.379 4.361
H: 1.271 -5.782 4.120
H: 1.905 -6.692 1.911
H: 2.003 -5.212 -0.062
H: 1.467 -2.798 0.170
C: -1.811 3.290 2.498
C: -1.094 2.565 1.407
O: -1.355 1.371 1.209
C: -0.126 3.259 0.549
C: 0.880 2.536 -0.096
C: 1.769 3.169 -0.942
C: 1.660 4.540 -1.155
C: 0.684 5.274 -0.500
C: -0.198 4.641 0.361
H: -2.395 2.586 3.083
H: -2.484 4.034 2.067
H: -1.106 3.823 3.137
H: 1.074 1.495 0.147
H: 2.565 2.607 -1.411
H: 2.358 5.038 -1.815
H: 0.610 6.342 -0.656
H: -0.959 5.223 0.861
C: -1.926 -5.280 0.519
N: -2.236 -4.300 1.554
C: -2.455 -4.589 2.882
C: -2.785 -3.432 3.491
N: -2.772 -2.447 2.524
C: -3.143 -1.057 2.745
C: -2.425 -2.988 1.343
Se: -2.346 -2.155 -0.335
H: -1.592 -6.193 1.004
H: -1.137 -4.892 -0.118
H: -2.812 -5.482 -0.080
H: -2.366 -5.588 3.270
H: -3.045 -3.223 4.513
H: -3.811 -1.011 3.601
H: -3.658 -0.684 1.862
H: -2.260 -0.448 2.934

relative energy (zero: lowest compared OMol25 entry of this formula, charge and spin) = 3.6 kcal per mole
energy = -140535.64628 eV
net charge = +2
highest occupied orbital energy (alpha / beta) = -0.48458 / -0.49917 Eh
<S²> = 3.7585
spin multiplicity = 4
Kohn-Sham gap (alpha / beta) = 7.7 / 8.0 eV
maximum force = 0.402 eV Å⁻¹


(3)
Computed, not measured: a cluster of 6 separate species, CH13NO4 in total at a distorted geometry, with ωB97M-V/def2-TZVPD.

Geometry (Å):
C: 0.477 -1.269 0.568
N: 0.171 -1.027 -0.853
H: 0.789 -0.323 1.076
H: -0.433 -1.587 1.074
H: 1.263 -2.006 0.710
H: 0.902 -0.414 -1.214
H: -0.702 -0.522 -0.980
H: 4.285 0.027 1.094
H: 3.584 0.532 -0.019
O: 4.532 0.326 0.198
H: 2.085 0.703 0.193
H: -0.118 1.928 0.049
O: -0.847 1.966 0.669
H: -2.845 -0.149 -0.402
H: -2.390 0.196 -2.153
O: -2.068 0.651 -1.359
H: -1.651 1.669 0.230
H: -3.789 0.000 0.749
O: -3.244 -0.701 0.371

relative energy (zero: lowest compared OMol25 entry of this formula, charge and spin) = 239.0 kcal per mole
energy = -10918.28916 eV
highest occupied orbital energy = -0.35166 Eh
Kohn-Sham gap = 2.9 eV
maximum force = 2.114 eV Å⁻¹


(4)
Computed, not measured: an isolated molecule of C2H7N3OS at a distorted geometry, with ωB97M-V/def2-TZVPD.

Geometry (Å):
C: 1.927 0.795 0.929
C: -0.317 -1.021 0.405
H: 2.583 1.646 0.702
H: 1.029 1.202 1.456
H: 2.441 0.058 1.595
H: 1.629 -1.634 0.133
H: -0.432 -2.940 0.647
H: -1.985 0.114 0.756
H: -0.221 1.982 -0.910
N: 0.943 -0.950 -0.244
N: -0.952 -2.055 0.812
N: -1.040 0.212 0.419
O: 1.586 0.263 -0.366
S: -1.253 1.148 -1.023

relative energy (zero: lowest compared OMol25 entry of this formula, charge and spin) = 47.6 kcal per mole
energy = -19537.77777 eV
highest occupied orbital energy = -0.32659 Eh
Kohn-Sham gap = 9.6 eV
maximum force = 1.780 eV Å⁻¹


(5)
Computed, not measured: an isolated molecule of C5H8O, with ωB97M-V/def2-TZVPD.

Geometry (Å):
O: -1.575 1.405 0.629
C: -0.755 0.585 -0.110
C: -0.585 -0.791 0.453
C: 0.742 -1.381 -0.107
C: 1.780 -0.335 -0.391
C: 1.300 0.904 -0.267
H: -1.768 2.203 0.122
H: 0.510 1.056 0.549
H: -0.914 0.652 -1.187
H: -1.429 -1.427 0.172
H: -0.577 -0.707 1.547
H: 1.122 -2.194 0.522
H: 0.523 -1.842 -1.082
H: 1.612 1.871 -0.651

relative energy (zero: lowest compared OMol25 entry of this formula, charge and spin) = 122.3 kcal per mole
energy = -7356.95361 eV
highest occupied orbital energy = -0.27240 Eh
Kohn-Sham gap = 7.8 eV
maximum force = 0.409 eV Å⁻¹


(6)
Computed, not measured: a structure of composition C37H34N9O4RuSSe at a distorted geometry, with ωB97M-V/def2-TZVPD.

Geometry (Å):
Ru: 1.201 -1.342 -0.196
C: -9.967 6.359 1.894
O: -8.834 6.698 1.102
C: -7.836 5.807 1.002
C: -6.751 6.196 0.210
C: -5.680 5.351 0.045
C: -5.656 4.096 0.663
C: -6.740 3.718 1.449
C: -7.825 4.558 1.624
C: -4.538 3.175 0.508
N: -4.443 1.983 1.065
C: -3.245 1.488 0.651
C: -2.588 2.379 -0.172
N: -3.430 3.458 -0.255
C: -1.321 2.104 -0.753
C: -0.607 2.963 -1.603
C: 0.611 2.566 -2.086
C: 1.118 1.313 -1.729
N: 0.454 0.481 -0.947
C: -0.746 0.858 -0.440
C: -1.405 -0.074 0.427
N: -0.767 -1.250 0.682
C: -1.396 -2.139 1.439
C: -2.655 -1.921 2.002
C: -3.294 -0.730 1.778
C: -2.664 0.223 0.968
H: -10.636 7.211 1.834
H: -9.681 6.192 2.934
H: -10.469 5.473 1.499
H: -6.780 7.168 -0.263
H: -4.859 5.690 -0.576
H: -6.727 2.748 1.928
H: -8.651 4.236 2.239
H: -3.285 4.307 -0.773
H: -1.010 3.933 -1.867
H: 1.194 3.203 -2.734
H: 2.079 0.962 -2.066
H: -0.894 -3.072 1.632
H: -3.096 -2.697 2.610
H: -4.264 -0.504 2.200
C: 4.595 1.051 -5.575
O: 5.219 -0.215 -5.408
C: 4.871 -0.975 -4.363
C: 5.560 -2.191 -4.241
C: 5.263 -3.004 -3.187
C: 4.300 -2.676 -2.205
C: 4.180 -3.514 -1.032
C: 4.723 -4.922 -1.023
O: 3.621 -3.099 -0.014
C: 3.565 -1.473 -2.361
O: 2.523 -1.043 -1.646
C: 3.889 -0.637 -3.445
H: 5.065 1.502 -6.443
H: 4.760 1.684 -4.701
H: 3.525 0.937 -5.761
H: 6.313 -2.446 -4.972
H: 5.814 -3.928 -3.086
H: 5.772 -4.966 -1.312
H: 4.171 -5.537 -1.737
H: 4.612 -5.337 -0.024
H: 3.321 0.272 -3.569
Se: -0.267 -4.180 -2.600
N: -0.224 -5.628 -1.604
C: 0.297 -5.307 -0.430
C: 0.554 -6.146 0.697
C: 1.123 -5.562 1.787
C: 1.439 -4.165 1.807
N: 1.202 -3.366 0.806
C: 0.656 -3.939 -0.300
N: 0.451 -3.152 -1.336
H: 0.306 -7.199 0.666
H: 1.347 -6.145 2.669
H: 1.884 -3.726 2.693
C: 2.722 1.523 3.955
N: 3.431 0.319 3.533
C: 3.166 -0.382 2.433
S: 1.875 0.186 1.418
N: 3.888 -1.443 2.140
C: 5.018 -1.894 2.934
H: 2.999 1.733 4.984
H: 1.648 1.361 3.908
H: 2.985 2.377 3.332
H: 4.259 0.071 4.051
H: 3.711 -1.918 1.253
H: 4.704 -2.209 3.932
H: 5.781 -1.117 3.022
H: 5.463 -2.745 2.428

relative energy (zero: lowest compared OMol25 entry of this formula, charge and spin) = 9.1 kcal per mole
energy = -139274.26831 eV
net charge = +2
highest occupied orbital energy (alpha / beta) = -0.42770 / -0.42778 Eh
<S²> = 0.7573
spin multiplicity = 2
Kohn-Sham gap (alpha / beta) = 5.0 / 4.9 eV
maximum force = 1.357 eV Å⁻¹


(7)
Computed, not measured: a structure of composition C16H32BCuF4O8S4 at a distorted geometry, with ωB97M-V/def2-TZVPD.

Geometry (Å):
Cu: 6.504 -12.228 5.076
B: 5.220 -11.982 7.578
F: 4.690 -11.933 6.259
F: 6.326 -12.834 7.573
F: 5.583 -10.683 7.982
F: 4.230 -12.482 8.457
C: 8.392 -9.740 8.962
C: 8.006 -8.559 8.061
C: 7.916 -9.060 6.608
S: 9.190 -10.362 6.472
O: 10.398 -9.996 5.739
O: 8.506 -11.568 6.078
C: 9.598 -10.318 8.256
H: 7.614 -10.499 9.036
H: 8.709 -9.434 9.958
H: 8.749 -7.769 8.160
H: 6.994 -8.248 8.328
H: 7.931 -8.231 5.902
H: 6.961 -9.558 6.441
H: 10.483 -9.691 8.350
H: 9.882 -11.356 8.445
C: 11.353 -11.426 2.744
C: 11.284 -12.645 3.677
C: 10.256 -13.634 3.068
S: 9.002 -12.571 2.305
O: 7.838 -12.559 3.172
O: 8.942 -12.918 0.894
C: 9.933 -10.990 2.418
H: 11.878 -11.748 1.843
H: 11.894 -10.624 3.244
H: 10.950 -12.376 4.677
H: 12.252 -13.141 3.706
H: 9.768 -14.236 3.830
H: 10.732 -14.246 2.308
H: 9.468 -10.403 3.211
H: 9.725 -10.490 1.477
C: 4.114 -17.576 5.410
C: 3.470 -16.439 6.178
C: 4.588 -15.538 6.716
S: 5.999 -15.782 5.590
O: 7.020 -16.594 6.233
O: 6.317 -14.511 4.962
C: 5.081 -16.866 4.464
H: 3.375 -18.140 4.838
H: 4.589 -18.286 6.087
H: 2.929 -16.793 7.058
H: 2.773 -15.881 5.553
H: 4.954 -15.736 7.720
H: 4.410 -14.467 6.620
H: 5.837 -17.425 3.917
H: 4.511 -16.208 3.808
C: 4.290 -7.803 2.753
C: 5.472 -7.194 3.559
C: 6.686 -7.847 2.950
S: 6.301 -9.566 2.728
O: 6.602 -10.242 3.982
O: 6.851 -10.096 1.502
C: 4.524 -9.306 2.625
H: 4.305 -7.281 1.795
H: 3.392 -7.558 3.319
H: 5.367 -7.497 4.604
H: 5.454 -6.112 3.464
H: 7.643 -7.711 3.453
H: 6.854 -7.504 1.921
H: 4.049 -9.819 3.462
H: 4.078 -9.718 1.722

energy = -133023.58622 eV
highest occupied orbital energy = -0.30082 Eh
Kohn-Sham gap = 8.4 eV
maximum force = 1.693 eV Å⁻¹


(8)
Computed, not measured: a structure of composition C34H49FeN18O4P2S, with ωB97M-V/def2-TZVPD.

Geometry (Å):
Fe: -0.610 1.291 0.429
C: -4.593 -0.227 5.175
C: -3.526 0.858 5.089
N: -2.330 0.434 4.352
C: -1.136 0.109 5.135
C: -1.142 -1.317 5.676
C: -2.363 0.309 3.016
S: -1.100 -0.511 2.182
N: -3.512 0.717 2.434
C: -3.510 1.262 1.234
O: -2.540 1.675 0.566
C: -4.861 1.453 0.584
C: -6.036 1.073 1.220
C: -7.261 1.248 0.589
C: -7.316 1.803 -0.684
C: -6.142 2.192 -1.319
C: -4.916 2.017 -0.687
H: -5.425 0.105 5.801
H: -4.180 -1.143 5.603
H: -4.968 -0.456 4.178
H: -3.194 1.137 6.089
H: -3.939 1.741 4.606
H: -1.090 0.826 5.956
H: -0.271 0.282 4.502
H: -1.961 -1.483 6.383
H: -0.201 -1.520 6.194
H: -1.243 -2.025 4.851
H: -5.973 0.638 2.209
H: -8.175 0.960 1.094
H: -8.271 1.934 -1.179
H: -6.178 2.636 -2.307
H: -3.988 2.313 -1.160
N: 0.501 4.563 0.947
C: -0.124 4.263 -0.237
N: -0.404 5.183 -1.143
N: -0.952 4.476 -2.153
N: -0.997 3.223 -1.854
N: -0.457 3.041 -0.617
C: 0.659 3.669 1.978
N: 1.291 3.989 3.093
N: 1.247 2.852 3.822
N: 0.630 1.926 3.171
N: 0.221 2.419 1.972
H: 0.760 5.518 1.112
C: 3.069 -2.964 -1.685
N: 1.844 -2.571 -2.389
C: 2.076 -1.473 -3.328
P: 0.493 -2.589 -1.425
O: 0.576 -1.967 -0.100
O: -0.576 -1.951 -2.447
P: -1.467 -0.577 -2.451
O: -1.008 0.475 -1.535
N: -1.363 -0.184 -4.028
C: -1.276 -1.145 -5.114
C: -1.291 1.226 -4.428
N: -2.980 -1.093 -2.084
C: -3.701 -1.947 -3.011
C: -3.182 -1.472 -0.672
N: 0.076 -4.174 -1.308
C: -0.160 -4.977 -2.495
C: -0.572 -4.656 -0.093
H: 3.771 -3.410 -2.393
H: 2.840 -3.700 -0.915
H: 3.547 -2.102 -1.206
H: 2.861 -1.774 -4.025
H: 2.397 -0.557 -2.824
H: 1.176 -1.261 -3.898
H: -1.215 -2.163 -4.733
H: -0.380 -0.951 -5.712
H: -2.143 -1.072 -5.778
H: -1.263 1.875 -3.552
H: -2.163 1.497 -5.030
H: -0.389 1.383 -5.027
H: -3.599 -1.583 -4.031
H: -4.761 -1.930 -2.752
H: -3.355 -2.990 -2.967
H: -2.478 -0.956 -0.021
H: -3.049 -2.553 -0.544
H: -4.193 -1.199 -0.367
H: 0.291 -4.504 -3.365
H: -1.233 -5.103 -2.679
H: 0.285 -5.969 -2.376
H: -0.404 -3.950 0.716
H: -0.156 -5.626 0.189
H: -1.651 -4.774 -0.238
N: 6.349 0.328 1.066
C: 7.679 0.488 0.736
C: 8.862 0.081 1.352
C: 10.040 0.430 0.723
C: 10.040 1.154 -0.485
C: 8.861 1.543 -1.089
C: 7.661 1.205 -0.462
N: 6.350 1.473 -0.843
C: 5.615 0.941 0.088
C: 4.129 0.954 0.109
C: 3.438 1.582 -0.913
C: 2.054 1.516 -0.917
N: 1.364 0.859 0.011
C: 2.022 0.291 1.021
C: 3.406 0.327 1.109
H: 5.982 -0.118 1.887
H: 8.862 -0.482 2.277
H: 10.984 0.140 1.166
H: 10.986 1.404 -0.948
H: 8.853 2.098 -2.019
H: 3.979 2.104 -1.690
H: 1.463 1.986 -1.695
H: 1.421 -0.210 1.768
H: 3.880 -0.135 1.966

energy = -134874.08782 eV
net charge = -1
highest occupied orbital energy (alpha / beta) = -0.16681 / -0.16672 Eh
Kohn-Sham gap (alpha / beta) = 6.6 / 6.6 eV
maximum force = 0.941 eV Å⁻¹


(9)
Computed, not measured: a cluster of 12 separate species, C5H34N2O12 in total at a distorted geometry, with ωB97M-V/def2-TZVPD.

Geometry (Å):
O: -0.591 -0.797 0.651
C: -0.884 0.303 0.186
N: -0.150 1.391 0.596
C: -0.667 2.770 0.479
C: 0.824 1.220 1.677
C: -1.957 0.419 -0.888
C: -3.299 0.331 -0.153
N: -1.729 -0.630 -1.884
H: -0.864 3.197 1.451
H: 0.084 3.432 -0.044
H: -1.565 2.824 -0.105
H: 1.248 0.166 1.654
H: 0.365 1.362 2.694
H: 1.590 1.983 1.566
H: -1.830 1.382 -1.424
H: -4.171 0.351 -0.849
H: -3.380 -0.580 0.436
H: -3.464 1.110 0.587
H: -2.417 -0.577 -2.606
H: -1.791 -1.567 -1.474
H: 0.122 -0.652 -2.598
H: 1.402 0.257 -2.459
O: 1.108 -0.680 -2.614
H: -1.146 -2.426 0.288
H: -1.583 -3.918 0.271
O: -1.286 -3.217 -0.287
H: 3.131 -1.020 -0.380
H: 3.126 -1.166 -1.944
O: 3.576 -0.647 -1.189
H: -1.229 -1.631 2.989
H: -1.840 -0.563 2.195
O: -2.049 -1.158 2.906
H: -0.386 3.297 -2.682
H: -1.824 3.646 -3.008
O: -1.314 3.363 -2.295
H: 0.019 -0.465 4.086
H: -1.303 0.025 4.376
O: -0.381 0.254 4.524
H: 2.865 0.845 -1.406
H: 1.514 1.522 -0.846
O: 2.128 1.549 -1.552
H: 1.771 -2.252 0.394
H: 2.933 -2.596 1.406
O: 2.254 -1.913 1.198
H: 0.368 -3.129 -0.869
H: 1.200 -2.111 -1.627
O: 1.272 -2.838 -1.020
H: 1.554 2.503 -2.861
H: 1.682 3.984 -3.247
O: 1.135 3.218 -3.393
H: 1.028 -1.843 2.442
H: 0.915 -2.610 3.744
O: 0.512 -1.931 3.204

relative energy (zero: lowest compared OMol25 entry of this formula, charge and spin) = 16.6 kcal per mole
energy = -33289.22623 eV
highest occupied orbital energy = -0.36103 Eh
Kohn-Sham gap = 10.1 eV
maximum force = 3.033 eV Å⁻¹


(10)
Computed, not measured: an isolated molecule of C2H6N2O at a distorted geometry, with ωB97M-V/def2-TZVPD.

Geometry (Å):
C: -0.957 -0.687 0.027
C: 1.496 -0.365 -0.124
H: -1.230 -0.767 1.233
H: -1.774 -0.272 -0.642
H: -0.506 -1.697 -0.323
H: -0.432 1.723 0.860
H: -0.844 1.598 -0.762
H: 1.483 -1.435 -0.144
N: 0.230 0.139 -0.118
N: -0.035 1.524 -0.054
O: 2.567 0.239 0.046

relative energy (zero: lowest compared OMol25 entry of this formula, charge and spin) = 60.8 kcal per mole
energy = -7197.14908 eV
highest occupied orbital energy = -0.35181 Eh
Kohn-Sham gap = 10.2 eV
maximum force = 3.273 eV Å⁻¹


Question: What is the energy in the fourth record?
Answer: -19537.77777 eV